--- A ---
{
  "formula": "C3HF3O",
  "method": "ωB97M-V/def2-TZVPD",
  "lumo_energy_ev": [-0.464, -0.463],
  "homo_energy_ev": [-8.96, -8.96],
  "smiles": "FC1=C(F)[C@@H](F)O1",
  "homo_lumo_gap_ev": [8.50, 8.50],
  "species": ["C", "C", "C", "O", "H", "F", "F", "F"],
  "xyz": [[-0.269, 0.972, 0.452], [1.201, 0.164, -0.279], [-0.760, -0.404, -0.052], [0.347, -0.707, -0.903], [-0.842, -1.214, 0.567], [-1.871, -0.302, -0.810], [-0.231, 1.392, 1.734], [2.424, 0.098, -0.710]],
  "lowdin_charge": [0.004, -0.087, -0.366, 0.070, 0.132, 0.073, 0.001, 0.172]
}

***

--- B ---
{
  "formula": "C3HF3O",
  "method": "ωB97M-V/def2-TZVPD",
  "lumo_energy_ev": 0.582,
  "homo_energy_ev": -10.78,
  "smiles": "O=C(F)F.C#CF",
  "homo_lumo_gap_ev": 11.36,
  "species": ["O", "F", "C", "F", "C", "H", "C", "F"],
  "xyz": [[-2.256, -0.678, 1.373], [2.545, -1.973, -0.696], [0.813, -0.232, -0.474], [-1.569, 0.858, 2.780], [-1.839, -0.394, 2.441], [-0.095, 0.265, -0.290], [1.621, -1.085, -0.553], [-1.545, -1.131, 3.441]],
  "lowdin_charge": [0.197, 0.116, 0.101, 0.160, -0.597, 0.018, -0.227, 0.231]
}

***

Result of the stability comparison: A is the least stable of them.